# 1
The following is a DFT calculation (ωB97M-V with the def2-TZVPD basis set) of C23H45Cl3IrN2O6PSi as an isolated structure in a non-equilibrium geometry.

The HOMO energy (alpha / beta) is -0.1976 / -0.2599 hartree. The calculation puts the HOMO-LUMO gap (alpha / beta) at 5.72 / 5.36 eV. The expectation value of S² is 6.021.

The geometry in ORCA input format:
```
! RIJCOSX wB97M-V def2-TZVPD def2/J DEFGRID3
* xyz 0 5
H -2.460 2.322 0.522
H 5.071 -0.890 -0.790
H -0.882 -2.636 3.033
C 1.372 3.948 2.895
H 0.785 4.005 -1.144
C 4.356 2.021 -2.653
C -1.252 1.757 -1.936
H -3.007 3.530 -1.895
H 0.424 1.516 2.557
H -4.350 -1.088 -1.427
H 5.547 0.143 0.562
H -4.309 -1.335 0.366
O -0.201 1.887 0.651
H -0.998 0.623 4.078
H 5.353 2.568 0.846
H -2.922 -2.950 -2.305
H -1.881 4.883 -2.277
C -3.174 0.549 3.879
H 2.158 -2.816 -0.133
C 1.752 -2.708 -1.143
O 0.728 -2.019 -1.409
C -0.817 5.935 2.579
H -1.706 -1.638 -2.603
H 1.752 4.871 2.424
H 2.120 3.155 2.768
H 0.028 6.433 2.071
H 1.035 2.863 -2.514
C 4.681 -0.178 -0.044
H 0.226 4.461 -2.785
H 1.093 -4.139 -3.511
H -0.669 6.015 3.674
H -2.186 -3.490 2.144
C -0.287 2.132 2.003
H 1.542 -2.428 -3.826
C -1.321 -2.818 2.050
H -4.858 1.946 1.226
H -2.093 4.352 -0.590
C -2.724 1.927 1.506
Si 3.865 1.296 -0.900
C -1.898 -2.608 -2.110
C -4.254 0.938 3.068
H -4.665 0.268 -0.328
O -1.749 -2.541 -0.678
H -2.321 1.486 -1.966
O -2.714 -0.201 -0.458
C 5.198 2.601 -0.240
H 3.215 -5.101 -1.283
H -5.274 0.633 3.337
H 4.601 1.225 -3.372
O -1.784 -1.526 1.581
H 3.560 2.619 -3.111
H -3.352 -0.063 4.766
C -4.033 1.653 1.885
H -0.567 -3.275 1.394
C 1.911 -3.400 -3.472
C -2.055 4.010 -1.637
Cl 2.389 0.051 -2.007
H 4.007 -0.729 0.634
H 2.726 -3.744 -4.120
H 4.190 -4.390 -2.628
H -1.737 6.488 2.341
H -1.913 4.226 1.710
C 3.587 -4.157 -1.737
N 2.456 -3.308 -2.118
N -0.977 3.056 -1.847
H 5.238 2.678 -2.617
C -4.085 -0.646 -0.463
P -1.490 -1.135 0.056
H 6.145 2.371 -0.761
H 4.906 3.620 -0.524
H 1.284 4.136 3.977
C 0.021 3.599 2.336
C -1.685 1.680 2.377
H -1.181 -3.344 -2.484
C 0.356 3.616 -2.085
O -0.362 0.841 -1.999
C -0.943 4.514 2.144
Ir 0.526 -0.077 -0.327
C -1.881 0.922 3.523
H 4.198 -3.620 -1.002
Cl 1.408 -0.867 1.616
Cl 2.163 1.962 0.242
*
```

=====

# 2
The following is a DFT calculation (ωB97M-V with the def2-TZVPD basis set) of an isolated molecule of C23H45N3O3 in a non-equilibrium geometry.

As for the SMILES: CCN[C@H](NO)[C@H](CCO)OCCCCCCCCCCCCCn1cccc1. The HOMO energy is -0.2860 hartree. The calculation puts the HOMO-LUMO gap at 8.26 eV.

The geometry in ORCA input format:
```
! RIJCOSX wB97M-V def2-TZVPD def2/J DEFGRID3
* xyz 0 1
C 1.605 0.133 -2.917
H 2.391 1.463 -4.579
C 1.139 2.213 3.712
C -0.655 2.233 -3.369
H 1.557 2.097 1.037
H -4.149 1.085 1.800
H 1.119 0.596 -2.010
H -0.794 -1.611 2.323
C 2.388 1.278 3.503
C 0.953 -3.439 0.109
N -0.707 -2.000 1.379
H 2.023 -3.709 0.307
H -0.784 1.976 4.893
H -1.183 2.120 2.290
H 3.778 0.774 -2.984
C -2.486 0.517 3.199
H 3.318 1.904 3.499
H -1.665 -3.702 -0.543
H 2.898 2.006 -0.861
C 1.108 3.608 -3.437
C -0.192 1.420 4.108
H 1.369 2.846 4.622
H -2.395 -0.420 3.810
H 1.588 -0.484 2.459
H 0.985 -2.471 -0.469
H 2.827 -1.000 -0.497
H 1.156 0.405 0.385
H 1.128 -0.853 -3.145
C -2.096 -2.335 0.980
N -2.244 -3.621 0.294
H 2.431 0.604 4.411
H -2.723 -2.386 1.916
H -2.263 3.678 -2.512
H 0.966 2.949 2.880
H -0.733 -1.133 -1.080
H -0.289 -4.105 1.898
C -1.240 3.455 -2.867
C 3.138 1.155 -0.153
N 0.684 2.300 -3.693
C 1.936 1.056 0.883
C -1.088 1.129 2.822
O -2.539 0.146 0.781
H 4.497 -0.406 -0.868
H -4.015 -0.703 2.038
H -0.462 0.474 2.164
C -2.644 -1.115 0.111
C -3.411 0.241 1.919
C -2.352 -1.877 -2.401
C -0.028 4.370 -2.939
C 0.185 -3.181 1.480
H 3.339 -0.161 2.155
H 0.998 -2.895 2.214
C -1.833 -0.945 -1.248
H 2.148 3.958 -3.587
H -3.731 -1.246 -0.191
C 2.325 0.335 2.234
H -3.045 1.295 3.796
H 0.863 0.588 -5.007
C 3.397 -0.167 -0.981
H -3.971 -3.404 -0.613
H -1.922 0.151 -1.492
C 1.408 1.113 -4.173
O -3.560 -3.964 0.074
H 0.144 0.435 4.530
H 3.473 -0.997 -3.014
O -2.273 -1.277 -3.708
C 3.145 -0.028 -2.527
H -0.079 5.438 -2.641
H 0.481 -4.255 -0.504
H -3.041 -1.511 -4.250
H -1.236 1.294 -3.491
H -1.695 -2.799 -2.440
H 4.068 1.491 0.393
H -3.433 -2.132 -2.217
*
```

=====

# 3
The following is a DFT calculation (ωB97M-V with the def2-TZVPD basis set) of a 6-piece molecular cluster, C23H45NO17P2 overall in a non-equilibrium geometry.

As for the SMILES: CCOP(=O)(OCC)OCC.CCOP(=O)(OCC)OCC.O=C1OCCO1.O=C1OCCO1.O=C1OCCO1.CC#N. The HOMO energy is -0.3802 hartree. The calculation puts the HOMO-LUMO gap at 10.45 eV. The energy above the lowest of the compared OMol25 structures with the same formula, charge and spin comes out at 3.836 eV.

The geometry in ORCA input format:
```
! RIJCOSX wB97M-V def2-TZVPD def2/J DEFGRID3
* xyz 0 1
C -4.847 -4.206 2.829
C 4.804 1.625 4.148
H 5.645 2.126 4.627
O -4.762 6.651 1.212
O 1.642 0.543 -2.225
O 8.682 -3.068 -8.067
C 5.338 -3.565 -8.285
H 3.014 -0.158 -0.898
H -4.904 -5.132 3.401
O -0.820 0.821 -1.718
C 4.166 0.650 -2.449
H -3.456 -2.766 9.315
O 6.631 -3.150 -8.735
H -1.443 2.765 -1.904
O 5.275 0.438 3.454
H -5.760 8.177 -2.529
O -4.537 -1.607 7.059
H -3.881 -2.147 3.063
C -2.478 -0.129 5.276
C -3.297 -3.819 9.084
C -5.757 7.209 -2.029
H 0.709 -3.759 -1.416
H -5.826 -3.787 2.594
C -3.966 -3.143 3.498
H -0.999 -1.495 -2.591
O 4.292 -0.406 5.185
H -7.539 7.923 -1.165
H 5.141 0.334 -2.078
H 5.151 -2.513 -6.416
H 0.211 2.262 -2.645
H 4.913 -4.196 -6.274
H 5.334 4.233 -5.757
H -1.076 -3.674 -1.595
H -1.129 2.542 -4.442
O -2.442 -1.522 5.611
H 3.787 1.384 6.105
P -3.740 -2.370 6.093
H 4.495 5.274 -6.868
H -2.973 -3.583 3.579
H 2.871 0.854 4.628
H -1.464 0.135 4.976
O -6.625 6.263 -0.217
O -4.615 -2.898 4.733
H 5.010 -4.594 -8.437
O 5.201 -1.781 3.699
H -4.278 -4.257 8.903
C 5.536 -3.463 -6.787
O 6.928 -3.619 -6.690
H -5.437 6.499 -2.792
C 4.398 4.348 -6.303
H 2.993 -1.207 -2.303
C -0.024 -1.951 -2.423
H 4.092 0.874 -3.513
H -4.464 0.155 4.458
H -7.814 6.359 -1.997
C 3.845 0.945 5.108
H 0.442 -1.770 -3.391
C -2.336 -3.820 7.815
P 0.546 0.272 -1.041
C 4.230 3.267 -7.314
C 7.535 -3.394 -7.897
H -2.959 -4.258 10.023
H -4.388 -4.548 1.901
H -3.240 1.299 3.884
C -1.459 1.791 -3.724
H 3.953 1.664 -2.110
O -4.816 7.279 -1.010
H -3.193 -0.250 3.255
H -1.207 0.896 -4.292
C -3.413 0.267 4.189
H 4.348 2.317 3.441
H -2.621 0.354 6.243
H 4.614 -2.894 -8.745
O 0.370 -1.317 -1.182
N 3.965 2.440 -8.006
C -5.331 6.703 0.086
H -1.592 -3.027 7.902
C -7.114 6.948 -1.404
O 0.822 0.784 0.330
H -2.544 1.864 -3.660
C -0.827 2.023 -2.412
H -1.822 -4.775 7.926
C 4.982 -0.662 4.071
C -0.115 -3.408 -2.037
H 3.584 4.397 -5.579
H -0.027 -4.004 -2.945
O -3.049 -3.693 6.576
C 2.910 -0.169 -1.983
*
```

=====

Number 1: molar mass 803.3 g mol⁻¹. Number 2: molar mass 411.6 g mol⁻¹. Number 3: molar mass 669.6 g mol⁻¹.